Record 1
{"formula": "C37H79AlCl3CsFN4O8", "method": "ωB97M-V/def2-TZVPD", "energy_ev": -109387.1035, "e_homo_ev": -6.609, "multiplicity": 1, "gap_ev": 0.736, "relative_energy_ev": 0.000, "fmax_ev_per_a": 12.06, "total_charge": 1, "symbols": ["Cs", "Cl", "Cl", "Cl", "Al", "F", "O", "O", "O", "O", "O", "O", "O", "O", "N", "N", "N", "N", "C", "C", "C", "C", "C", "C", "C", "C", "C", "C", "C", "C", "C", "C", "C", "C", "C", "C", "C", "C", "C", "C", "C", "C", "C", "C", "C", "C", "C", "C", "C", "C", "C", "C", "C", "C", "C", "H", "H", "H", "H", "H", "H", "H", "H", "H", "H", "H", "H", "H", "H", "H", "H", "H", "H", "H", "H", "H", "H", "H", "H", "H", "H", "H", "H", "H", "H", "H", "H", "H", "H", "H", "H", "H", "H", "H", "H", "H", "H", "H", "H", "H", "H", "H", "H", "H", "H", "H", "H", "H", "H", "H", "H", "H", "H", "H", "H", "H", "H", "H", "H", "H", "H", "H", "H", "H", "H", "H", "H", "H", "H", "H", "H", "H", "H", "H"], "xyz": [[7.746, -4.561, 3.065], [10.755, 3.648, 4.552], [8.058, 2.575, 4.556], [8.550, 5.282, 5.490], [2.021, 2.807, 2.139], [9.187, 7.892, -0.213], [-0.189, 2.497, 2.469], [-8.142, -1.998, -3.020], [7.884, 6.427, 0.577], [-9.122, 3.333, -0.143], [0.964, 1.269, -2.180], [6.156, 0.913, -4.982], [6.444, -1.827, 0.013], [5.296, 3.190, -1.278], [-0.149, -1.876, 1.653], [7.085, 1.785, -6.857], [6.150, 3.998, 1.450], [5.755, 3.086, -5.500], [1.019, -5.319, 2.291], [-9.705, 2.478, 0.661], [-1.232, -0.749, -0.342], [0.905, -2.562, 0.834], [-0.665, -0.583, 1.070], [9.201, 3.645, 5.383], [-4.613, -0.927, -0.470], [7.550, 5.957, -0.711], [-8.092, -1.894, -5.361], [5.721, -2.892, 0.357], [0.592, -3.931, 0.183], [-5.854, -1.867, -0.489], [2.363, 1.068, -2.426], [-10.720, -0.194, 2.416], [-11.534, -2.378, 1.115], [0.441, 0.529, 1.151], [6.321, 1.863, -5.730], [-3.435, -1.603, -1.246], [-6.971, -1.216, 0.421], [0.533, -5.430, 3.386], [1.452, -5.030, 0.879], [-2.533, -2.614, 1.014], [6.249, 2.140, -1.471], [-1.352, -2.661, 2.049], [0.445, 1.195, 2.567], [5.308, -3.646, -0.926], [4.525, 3.038, -0.112], [-8.292, -2.078, 0.374], [6.607, -3.808, 1.207], [-7.361, -1.589, -4.028], [6.815, 6.468, 1.485], [6.592, 5.154, 2.236], [-10.532, -1.249, 1.301], [-5.606, -3.287, 0.087], [-9.451, -1.093, 0.474], [4.829, 4.149, 0.882], [-2.196, -1.992, -0.378], [6.905, -3.323, 2.134], [-0.158, 0.567, 3.244], [-1.717, -2.222, 2.995], [2.544, 0.974, -3.497], [1.226, -1.866, 0.042], [2.678, 0.152, -1.928], [1.445, 0.097, 0.956], [-9.707, 0.111, 2.706], [0.716, 2.083, -2.631], [7.539, 4.869, 2.697], [-7.474, -1.569, -6.206], [2.534, -4.781, 0.813], [5.881, 5.321, 3.056], [3.468, 3.127, -0.420], [1.801, -2.684, 1.467], [1.283, -5.950, 0.292], [-3.823, -2.443, -1.839], [9.353, 3.271, 6.388], [4.747, -4.567, -0.683], [-8.256, -2.795, 1.203], [7.234, 2.553, -7.483], [-4.359, -0.601, 0.553], [1.002, -3.895, -0.843], [-10.670, 2.796, 1.119], [-2.836, -3.656, 0.819], [-0.459, -4.220, 0.069], [4.766, -2.747, 0.951], [-6.254, -1.986, -1.522], [-5.625, -3.327, 1.192], [6.064, -4.727, 1.482], [-1.149, -3.714, 2.285], [-1.731, 0.184, -0.648], [0.296, -1.583, 2.524], [2.930, 1.909, -2.026], [-6.361, -2.068, -4.132], [-9.043, -1.366, -5.424], [-1.469, -0.220, 1.737], [-11.254, -0.633, 3.269], [4.085, 4.117, 1.690], [-7.110, -0.508, -4.077], [-0.482, 2.674, 3.382], [5.878, 3.879, -6.100], [-10.003, 1.490, 0.199], [7.517, 0.902, -7.057], [6.813, 3.850, 0.698], [-3.391, -2.153, 1.522], [-4.919, -0.020, -1.021], [-6.606, -1.082, 1.455], [6.175, -3.941, -1.519], [5.760, 1.164, -1.466], [-11.569, -3.075, 1.973], [1.504, 1.241, 3.018], [4.662, -3.028, -1.551], [8.222, 6.438, -1.417], [-0.024, -5.456, 4.304], [6.716, 2.290, -2.442], [-8.332, -2.548, -0.637], [-4.691, -3.782, -0.274], [-0.400, -0.914, -1.047], [5.188, 3.181, -4.677], [7.087, 7.223, 2.230], [-11.361, -2.934, 0.182], [7.714, 4.874, -0.783], [-9.130, 2.138, 1.551], [-9.390, -0.171, -0.137], [7.523, -4.117, 0.681], [-6.443, -3.921, -0.259], [-8.278, -2.962, -5.480], [6.518, 6.202, -0.988], [4.727, 5.107, 0.356], [7.027, 2.170, -0.704], [-12.537, -1.922, 1.018], [-11.259, 0.654, 1.957], [4.659, 2.047, 0.342], [-1.661, -2.776, -0.945], [5.900, 6.839, 1.001], [0.290, 1.292, 0.365], [-7.142, -0.212, -0.002], [-3.072, -0.858, -1.978]]}

---

Record 2
{"formula": "C37H80N2O13P3S3", "method": "ωB97M-V/def2-TZVPD", "energy_ev": -129632.2391, "e_homo_ev": -4.814, "multiplicity": 1, "gap_ev": 6.826, "fmax_ev_per_a": 2.13, "total_charge": -1, "symbols": ["S", "S", "S", "P", "P", "P", "O", "O", "O", "O", "O", "O", "O", "O", "O", "O", "O", "O", "O", "N", "N", "C", "C", "C", "C", "C", "C", "C", "C", "C", "C", "C", "C", "C", "C", "C", "C", "C", "C", "C", "C", "C", "C", "C", "C", "C", "C", "C", "C", "C", "C", "C", "C", "C", "C", "C", "C", "C", "H", "H", "H", "H", "H", "H", "H", "H", "H", "H", "H", "H", "H", "H", "H", "H", "H", "H", "H", "H", "H", "H", "H", "H", "H", "H", "H", "H", "H", "H", "H", "H", "H", "H", "H", "H", "H", "H", "H", "H", "H", "H", "H", "H", "H", "H", "H", "H", "H", "H", "H", "H", "H", "H", "H", "H", "H", "H", "H", "H", "H", "H", "H", "H", "H", "H", "H", "H", "H", "H", "H", "H", "H", "H", "H", "H", "H", "H", "H", "H"], "xyz": [[-3.589, 0.285, 3.219], [0.513, -1.556, 0.793], [-0.689, -3.695, 2.445], [-3.082, 2.913, 0.455], [-4.051, 1.354, -1.028], [-4.351, 1.755, 2.152], [-5.606, 1.694, -1.458], [0.606, -4.552, -8.785], [2.034, -6.116, -10.826], [-5.291, 6.013, -0.803], [0.045, -1.185, 7.976], [-3.307, 1.130, -2.286], [-1.948, -1.004, 10.136], [-0.970, -1.106, -4.736], [-6.151, 6.563, -2.780], [-4.245, -0.131, -0.343], [-1.840, -0.691, -7.513], [7.448, -1.450, 1.684], [10.056, -1.392, 0.324], [1.729, -2.659, 2.895], [-1.754, 6.008, -2.036], [8.467, -0.496, 1.933], [-2.566, 3.873, 3.233], [-0.818, 3.974, -2.941], [-2.465, 4.713, 5.616], [9.317, -0.243, 0.709], [-1.801, 0.701, -7.258], [-2.252, -0.983, 8.746], [-5.183, 4.557, -1.006], [-5.301, 6.669, -1.968], [-2.327, -0.942, -4.318], [-1.354, 0.378, 0.172], [0.958, -3.224, 5.185], [-2.239, 3.851, -1.005], [-2.321, 4.188, 1.739], [0.913, -1.830, 8.886], [0.592, -2.718, 2.144], [-0.579, -5.249, -9.125], [7.762, -2.747, 2.155], [1.565, -5.195, -11.794], [-0.815, 4.507, 1.590], [-1.291, 0.167, 10.582], [2.646, -5.495, -9.707], [-4.733, 3.925, 0.301], [-1.831, 4.822, 4.220], [3.735, -1.249, 2.596], [-1.573, 1.791, 0.735], [-0.997, -0.666, 1.256], [-1.013, 5.350, -2.926], [-1.251, -1.768, 7.931], [-0.799, -2.042, -5.778], [2.983, -2.485, 2.135], [-2.334, 5.243, -1.104], [9.466, -2.108, -0.746], [1.709, -5.403, -8.523], [-1.441, 3.222, -1.954], [-0.654, -1.370, -7.126], [1.820, -3.620, 3.987], [-4.463, 7.353, -2.116], [-3.601, 4.056, 3.500], [-1.216, -2.809, 8.267], [7.972, 0.439, 2.214], [-1.183, 1.212, -8.007], [-0.209, 3.820, 2.175], [-1.412, 1.748, 1.809], [-0.428, 4.420, 0.578], [-1.415, 0.918, -6.260], [3.618, -3.348, 2.322], [-2.314, 0.047, 8.382], [2.855, -3.607, 4.318], [-4.813, 4.692, 1.067], [8.695, 0.110, -0.119], [0.423, -2.030, 9.842], [9.937, -3.089, -0.785], [-5.503, 1.233, 1.510], [-1.285, 2.158, -1.932], [-0.488, 0.464, 9.905], [1.605, -2.818, 5.958], [7.636, -2.803, 3.242], [8.391, -2.238, -0.603], [-4.567, 4.343, -1.874], [-6.263, 1.332, -0.857], [-1.042, -5.679, -8.230], [0.889, -5.731, -12.458], [3.191, -0.374, 2.258], [-3.237, -1.442, 8.625], [-2.399, -0.033, -3.727], [-5.079, 2.706, 2.902], [1.025, -4.365, -11.335], [3.505, -6.112, -9.426], [-0.519, 5.951, -3.681], [-0.694, 2.339, 0.422], [4.745, -1.247, 2.194], [7.067, -3.444, 1.687], [-5.160, -0.351, -0.153], [1.366, -6.400, -8.230], [-2.129, 5.552, 6.222], [9.092, -0.811, 2.773], [-0.587, 5.528, 1.872], [-2.065, 3.826, 6.098], [9.644, -1.593, -1.696], [-2.922, 5.789, -0.382], [0.499, -4.112, 5.604], [-2.789, 5.167, 1.660], [-2.003, 0.994, 10.681], [2.256, -4.973, -7.678], [-0.811, 4.482, 4.343], [2.808, -2.449, 1.068], [-1.805, -1.377, 1.360], [-2.820, 1.078, -7.327], [-2.091, -0.097, -0.461], [3.785, -1.214, 3.679], [-2.631, -1.790, -3.695], [0.196, -0.680, -7.115], [-2.219, 2.879, 3.502], [-5.568, 3.290, 0.596], [1.633, -4.642, 3.665], [-0.388, -6.044, -9.850], [-3.546, 4.666, 5.578], [-0.458, -2.137, -7.883], [-0.479, 0.379, -0.482], [3.017, -4.501, -9.974], [1.280, -2.774, 8.465], [0.231, -2.462, 4.943], [-1.626, -2.759, -5.797], [-6.177, 4.225, -1.279], [0.124, -2.596, -5.569], [-3.000, -0.861, -5.175], [-0.201, 3.488, -3.675], [1.763, -1.171, 9.057], [-1.574, -1.763, 6.886], [-1.859, 5.847, 3.861], [10.042, 0.543, 0.944], [-0.853, -0.213, 2.229], [8.782, -3.037, 1.894], [-0.864, -0.048, 11.562], [-1.269, -4.530, -9.563], [2.400, -4.800, -12.385]]}